(1)
41
Properties=species:S:1:pos:R:3 method="wB97M-V/def2-TZVPD" lumo_ev=-6.766 charge=+2 total_energy_ev=-26044.2944 homo_ev=-14.60 relative_energy_ev=0.097 homo_lumo_gap_ev=7.833 smiles=c1ccc2c[n+](COC[n+]3ccc4ccccc4c3)ccc2c1 mol_weight_g_mol=302.377
O 0.138 -1.009 -0.540
N 1.555 -1.350 1.470
N -0.985 -0.308 -2.556
C -2.323 -0.484 -2.369
C 1.054 -0.540 3.663
C -1.472 1.719 -3.754
C 3.358 -0.595 2.962
C 2.778 0.310 5.136
C -3.271 0.411 -2.869
C 0.657 -1.089 2.450
C 4.734 -0.446 3.237
C -5.131 2.379 -3.638
C 5.110 0.159 4.437
C 2.400 -0.245 3.924
C -5.576 1.204 -3.033
C 2.892 -1.156 1.742
C -2.842 1.574 -3.531
C -4.657 0.258 -2.616
C 1.079 -1.878 0.139
C -0.540 0.737 -3.305
C -0.044 -1.287 -1.954
C 4.150 0.496 5.394
C -3.749 2.547 -3.895
H -2.639 -1.400 -1.896
H -0.463 -2.272 -2.107
H -5.821 3.171 -3.836
H 1.959 -1.983 -0.479
H 0.279 -0.341 4.398
H -1.112 2.602 -4.278
H -4.975 -0.619 -2.041
H 6.161 0.331 4.713
H 2.041 0.606 5.901
H 0.496 0.872 -3.553
H 5.521 -0.772 2.545
H -6.605 0.975 -2.811
H 4.482 0.899 6.341
H -0.384 -1.276 2.257
H 0.686 -2.905 0.288
H 0.890 -1.239 -2.511
H 3.622 -1.490 1.017
H -3.454 3.431 -4.442

***

(2)
18
Properties=species:S:1:pos:R:3 method="wB97M-V/def2-TZVPD" lumo_ev=0.744 total_energy_ev=-26393.4556 homo_ev=-8.42 relative_energy_ev=1.074 homo_lumo_gap_ev=9.168 smiles="CNP(C)(=S)NC" mol_weight_g_mol=138.176
S 1.634 1.620 0.703
P 0.337 0.130 0.296
N -0.286 -0.271 -1.234
N -1.142 0.452 0.982
C 0.980 -1.608 1.239
C 0.668 -0.789 -2.172
C -1.469 1.846 0.714
H -0.661 2.470 1.123
H -1.118 0.231 -1.687
H -1.163 0.334 2.011
H 0.291 -2.380 1.315
H -2.450 2.168 1.129
H 1.558 -0.132 -2.306
H 1.850 -1.947 0.714
H 1.127 -1.295 2.221
H -1.413 1.909 -0.393
H 1.099 -1.591 -1.583
H 0.160 -1.147 -3.073

***

(3)
82
Properties=species:S:1:pos:R:3 method="wB97M-V/def2-TZVPD" lumo_ev="3.850 / 3.847" charge=-2 total_energy_ev=-356256.2195 homo_ev="-1.45 / -2.01" relative_energy_ev=1.633 homo_lumo_gap_ev="5.302 / 5.855" mol_weight_g_mol=1068.253
Sb 4.082 2.731 -2.857
Se 5.509 4.653 -2.212
Se 5.849 1.526 -1.582
Se 1.865 2.892 -1.777
Se 4.031 2.181 -5.221
Ca 0.519 0.435 -0.422
Cl 5.202 -2.849 -3.723
Cl 2.756 -1.368 -3.030
O -1.290 1.607 -1.413
O 0.002 -0.716 -2.298
N 2.319 -1.202 0.766
N 2.218 1.779 1.356
N 3.503 -1.820 2.509
N -0.425 1.881 1.559
C 0.252 2.748 2.311
C 1.358 -0.689 3.041
C -1.617 1.690 -2.601
C -1.817 -3.179 -0.568
C -0.392 3.572 3.233
C 4.220 -2.217 1.401
C -1.817 -1.619 -5.257
C -0.978 -1.293 0.811
C -2.469 2.613 2.548
C 2.537 3.766 2.636
C -2.243 -2.034 0.368
C 3.520 1.762 1.099
C -4.237 -4.259 2.805
C -3.549 -3.838 1.670
C 3.896 3.737 2.366
C -0.972 -1.692 -4.187
C -2.075 3.053 -3.079
C -2.449 0.600 -4.649
C -3.189 -1.710 2.683
C 2.363 -1.217 2.080
C -1.616 0.561 -3.514
C -0.818 -0.609 -3.259
C 3.470 -1.833 0.338
C 1.730 2.766 2.108
C 4.403 2.717 1.584
C -1.769 3.500 3.349
C -1.748 1.821 1.668
C -3.005 -2.558 1.583
C -2.577 -0.461 -5.508
C 4.376 -1.256 -3.720
C -3.199 -1.121 -0.419
C -3.878 -2.121 3.811
C -4.408 -3.406 3.882
H -2.673 -3.674 -1.045
H -2.749 -0.720 2.640
H -3.546 2.526 2.600
H -1.927 3.205 -4.145
H 0.172 4.253 3.854
H 3.686 -1.957 -0.707
H -3.134 3.185 -2.838
H -3.996 -1.438 4.646
H 5.441 2.676 1.286
H -4.942 -3.734 4.767
H 4.543 4.522 2.738
H 0.972 -1.494 3.670
H -4.063 -1.681 -0.794
H -4.640 -5.266 2.843
H 5.172 -2.712 1.470
H -2.672 -0.677 -1.262
H -1.497 3.790 -2.526
H -1.234 -3.926 -0.023
H 3.881 0.978 0.445
H -3.427 -4.527 0.845
H 1.802 0.080 3.679
H -0.452 -2.023 1.461
H -2.288 4.133 4.060
H 4.976 -0.576 -3.123
H -0.372 -2.574 -3.998
H -3.239 -0.405 -6.363
H 3.765 -1.942 3.469
H 2.113 4.578 3.209
H -2.226 1.093 1.025
H 4.292 -0.900 -4.740
H -3.034 1.493 -4.835
H 0.516 -0.270 2.495
H -1.184 -2.761 -1.351
H -1.896 -2.467 -5.930
H -3.579 -0.312 0.211

***

(4)
21
Properties=species:S:1:pos:R:3 method="wB97M-V/def2-TZVPD" lumo_ev=0.793 total_energy_ev=-10534.1647 homo_ev=-8.74 relative_energy_ev=3.797 homo_lumo_gap_ev=9.537 smiles=C#COC1CCCCC1 mol_weight_g_mol=124.183
O 0.013 1.410 -1.205
C -0.202 -0.049 -1.049
C 0.654 -1.001 1.118
C 0.900 -0.889 -0.402
C 1.173 1.679 -1.527
C -1.576 -0.157 -0.475
C 2.219 2.207 -1.933
C -1.595 0.010 1.041
C -0.308 -0.179 1.786
H 1.879 -0.453 -0.625
H -1.933 -1.131 -0.695
H -1.918 1.044 1.189
H 1.602 -0.675 1.485
H 0.703 -1.891 -0.816
H -2.269 -0.824 1.484
H 0.127 0.874 1.888
H -2.235 0.531 -0.914
H -0.256 -0.271 -2.184
H 0.363 -2.024 1.341
H 3.203 2.393 -2.293
H -0.542 -0.606 2.787

***

(5)
12
Properties=species:S:1:pos:R:3 method="wB97M-V/def2-TZVPD" lumo_ev=0.735 total_energy_ev=-11115.2686 homo_ev=-9.33 relative_energy_ev=1.718 homo_lumo_gap_ev=10.069 mol_weight_g_mol=72.183
Si -1.806 0.141 0.361
C 1.123 -1.133 0.859
C 1.028 0.465 -1.004
C 0.514 -0.220 0.109
H 0.674 -1.573 1.726
H 2.161 -1.284 0.547
H -2.209 0.205 -1.086
H 0.987 1.595 -0.667
H 0.383 0.390 -1.894
H -2.848 -0.661 1.051
H 2.105 0.294 -1.206
H -1.809 1.688 0.735

***

(6)
38
Properties=species:S:1:pos:R:3 method="wB97M-V/def2-TZVPD" lumo_ev=0.129 total_energy_ev=-97714.1706 homo_ev=-8.06 homo_lumo_gap_ev=8.185 mol_weight_g_mol=385.236
Br -4.543 -3.160 0.221
F 2.643 -1.834 4.879
O 2.138 2.133 -2.520
N -1.104 -0.874 -0.949
N -0.650 1.151 -2.090
C 0.803 -0.270 4.379
C -1.524 0.297 -1.700
C 0.284 -0.611 -0.696
C 1.242 -1.367 0.257
C 0.475 0.589 -1.375
C -0.063 -0.096 2.078
C 3.909 1.994 -1.114
C -3.778 -0.787 -1.566
C -0.058 0.336 3.415
C 1.046 -0.975 1.633
C 1.826 -1.160 3.984
C 1.797 1.213 -1.444
C -3.298 -1.856 -0.635
C 3.487 2.471 -2.306
C 2.840 1.251 -0.658
C -1.931 -1.874 -0.403
C -2.974 0.294 -2.117
C 1.966 -1.444 2.589
C -3.683 1.384 -2.879
H -4.834 -1.065 -1.754
H 1.049 -2.421 0.228
H -3.031 2.230 -2.752
H 2.848 -1.878 2.121
H 4.842 2.044 -0.576
H 2.755 0.858 0.335
H -4.009 1.258 -3.981
H -4.674 1.548 -2.396
H 0.737 0.029 5.477
H -0.716 0.323 1.286
H 4.156 2.986 -2.924
H 2.284 -1.266 0.003
H -0.777 1.138 3.714
H -1.483 -2.589 0.239

***

(7)
119
Properties=species:S:1:pos:R:3 method="wB97M-V/def2-TZVPD" lumo_ev=3.528 charge=-2 total_energy_ev=-186654.6001 homo_ev=-1.01 homo_lumo_gap_ev=4.535 mol_weight_g_mol=1193.582
Tl 1.559 0.034 -0.298
Se -2.242 -2.994 0.255
S 3.327 0.431 1.515
S 0.234 -1.106 1.604
S 2.138 4.133 0.230
P -1.070 2.311 2.167
Si 2.684 -1.981 -1.642
F 2.909 3.603 2.724
F 4.548 3.877 1.329
F 3.404 5.578 2.022
O 2.562 5.217 -0.630
O 2.346 2.809 -0.330
O 0.863 4.307 0.902
N -3.958 -4.584 -1.415
N -4.684 -2.560 -1.185
C 3.093 -3.556 -0.591
C 3.936 -3.184 0.633
C -2.975 3.870 3.658
C -1.447 1.168 4.656
C -0.625 1.346 -4.137
C 3.805 -4.675 -1.360
C -1.255 5.990 4.067
C -2.532 6.037 4.599
C -3.632 2.118 0.810
C 0.850 -1.584 4.223
C -1.927 -0.259 -2.909
C 3.424 -0.215 4.144
C -2.523 2.913 -1.599
C 5.131 -2.313 -3.267
C -2.657 0.015 2.952
C -1.727 2.795 -0.467
C -0.839 4.889 3.324
C -3.673 -3.397 -0.811
C -3.068 -5.723 -1.380
C 0.275 1.457 -3.042
C -3.121 -0.893 3.895
C 2.571 -0.345 2.903
C 3.648 -0.391 -3.746
C -1.695 3.813 3.102
C 1.352 2.374 -3.166
C -4.782 -1.167 -0.783
C 0.083 0.661 -1.869
C -4.430 2.223 -0.320
C 1.479 -2.612 -2.973
C 1.372 -0.950 2.944
C -1.910 0.270 5.602
C -2.264 2.393 0.754
C -5.570 -3.219 -2.012
C -3.875 2.618 -1.532
C 3.314 4.279 1.648
C 0.674 2.949 -5.407
C -1.844 1.082 3.319
C -1.005 -0.176 -1.841
C -1.743 0.482 -4.038
C 1.550 3.095 -4.310
C -0.392 2.101 -5.315
C 5.057 -0.377 -1.713
C 1.757 -4.123 -0.092
C -2.767 -0.759 5.228
C 4.210 -1.272 -2.626
C -3.396 4.967 4.391
C -5.115 -4.478 -2.165
H 2.383 3.785 -4.369
H -2.072 3.211 -2.537
H 3.826 -5.581 -0.739
H 2.012 2.505 -2.319
H -5.498 -1.048 0.031
H -3.638 -6.624 -1.600
H -2.776 -0.929 -2.830
H 4.475 0.456 -1.311
H -4.091 1.821 1.743
H 4.474 -0.389 3.900
H -3.650 3.031 3.540
H 1.948 -4.970 0.582
H -2.623 -5.783 -0.388
H -0.151 -1.978 4.061
H 3.432 -2.444 1.256
H 5.898 0.047 -2.277
H 0.545 -2.930 -2.504
H -2.443 0.430 -4.867
H -5.489 1.998 -0.252
H 1.179 -3.380 0.459
H -1.169 -0.819 -0.984
H 5.719 -2.846 -2.520
H -0.672 3.032 -0.523
H 1.883 -3.456 -3.543
H 0.792 -0.863 5.042
H 3.151 -0.980 -4.519
H -0.567 6.812 4.226
H 4.904 -2.763 0.350
H -3.130 -1.465 5.966
H 0.154 4.863 2.902
H -1.078 1.982 -6.149
H 0.846 3.512 -6.318
H 5.459 -0.917 -0.854
H 1.490 -2.412 4.547
H -6.437 -2.735 -2.422
H -2.261 -5.603 -2.104
H 3.132 -0.915 4.927
H -2.903 -0.139 1.911
H 4.577 -3.051 -3.853
H 4.122 -4.078 1.245
H -4.494 2.692 -2.418
H 1.221 -1.815 -3.674
H -5.508 -5.304 -2.729
H 2.926 0.333 -3.368
H 3.353 0.801 4.546
H 4.836 -4.424 -1.601
H 5.840 -1.814 -3.943
H -2.855 6.895 5.178
H -0.756 1.950 4.954
H -1.587 0.361 6.633
H 1.136 -4.484 -0.915
H 3.292 -4.926 -2.292
H -3.741 -1.722 3.577
H -3.802 -0.843 -0.439
H -5.086 -0.561 -1.635
H -4.397 4.985 4.807
H 4.462 0.174 -4.220

***

(8)
100
Properties=species:S:1:pos:R:3 method="wB97M-V/def2-TZVPD" lumo_ev=-1.307 total_energy_ev=-243701.6815 homo_ev=-5.87 relative_energy_ev=2.204 homo_lumo_gap_ev=4.567 mol_weight_g_mol=1098.700 spin_multiplicity=2
Ce 1.663 -0.331 0.435
Br 1.416 2.755 1.957
Ge -4.097 -1.796 -2.550
S 5.925 0.950 5.466
S 2.627 -2.863 -0.426
S 5.264 -2.258 -1.298
S 3.336 -0.456 -2.095
O -0.192 -0.936 -1.118
O 5.805 4.309 1.392
O 4.688 0.380 5.061
O 7.586 3.271 2.213
O -0.724 -0.259 1.045
O 6.471 0.599 6.768
N 0.914 1.985 -0.662
N 5.984 0.847 2.154
N 1.701 -1.117 2.998
N 4.003 0.628 1.213
N 6.411 3.271 1.760
C -1.380 3.469 -1.117
C 1.079 -1.349 5.551
C 7.272 0.395 4.374
C -5.961 1.967 -2.430
C -6.107 -0.364 -0.991
C -1.643 2.655 -3.470
C -3.022 -1.309 -4.095
C -0.636 3.663 0.068
C -6.643 1.912 -1.232
C 4.924 -1.382 2.362
C 6.793 3.783 5.653
C 0.485 2.828 0.277
C -3.424 -1.796 -5.374
C -5.179 0.872 -2.806
C -0.956 -0.856 -0.105
C -6.485 -5.272 -3.392
C -5.157 -0.286 -2.003
C -0.902 -0.686 -5.138
C -0.296 -0.719 5.697
C -2.594 -1.687 -6.457
C -1.375 -1.078 -6.368
C -2.362 -1.443 -0.144
C 5.722 2.078 1.527
C -6.854 0.739 -0.580
C -7.874 -3.431 -3.812
C -0.888 2.589 -2.182
C -5.615 -3.016 -3.089
C 4.490 1.863 0.863
C -2.601 -2.352 -1.297
C 3.735 -1.853 -1.237
C -6.889 -2.557 -3.487
C 1.494 -1.284 4.128
C -1.784 -0.716 -4.039
C 0.189 1.817 -1.923
C 7.260 0.527 2.840
C -5.451 -4.385 -2.977
C 5.694 2.762 5.300
C -7.718 -4.779 -3.748
C 4.967 -0.008 1.892
H 0.675 1.126 -2.534
H -3.022 -3.312 -0.919
H -6.070 2.870 -3.037
H -2.897 -2.185 -7.373
H 1.027 -2.462 5.787
H -0.741 -0.920 -7.306
H 5.356 2.844 4.270
H -2.713 2.745 -3.321
H -7.137 -1.499 -3.629
H -1.484 -0.194 -3.136
H 5.155 -2.108 1.567
H 8.236 0.723 4.785
H -2.450 -1.950 0.829
H -4.449 -2.098 -5.470
H 5.687 -1.554 3.132
H -1.405 3.499 -4.108
H -1.065 -1.201 5.027
H 6.289 4.704 6.007
H -7.595 0.734 0.248
H 8.011 1.314 2.596
H -4.686 0.936 -3.797
H 7.632 -0.439 2.478
H -1.062 4.234 0.916
H -2.357 3.945 -1.250
H -6.268 -6.304 -3.221
H 1.764 -0.889 6.273
H -6.485 -1.333 -0.606
H -3.000 -0.569 -0.191
H -1.403 1.767 -4.082
H 4.831 2.957 5.922
H -0.519 -0.744 6.799
H 7.532 3.498 6.453
H -8.524 -5.413 -4.116
H 0.117 -0.324 -4.942
H -1.740 -2.510 -1.908
H -8.815 -3.029 -4.153
H -4.543 -4.795 -2.594
H 7.244 -0.748 4.636
H 7.259 4.125 4.722
H -6.977 2.842 -0.749
H 3.908 -1.524 2.761
H 3.916 2.599 0.322
H -0.321 0.355 5.561

***

(9)
15
Properties=species:S:1:pos:R:3 method="wB97M-V/def2-TZVPD" lumo_ev="-1.497 / -1.498" total_energy_ev=-29002.8815 homo_ev="-7.28 / -7.28" relative_energy_ev=3.967 homo_lumo_gap_ev="5.788 / 5.786" mol_weight_g_mol=140.229
S 0.179 -1.587 -2.054
S 0.704 2.349 -1.344
O -1.665 1.369 -0.657
O 1.500 0.002 0.276
C -0.340 1.285 -0.466
C 0.256 0.436 0.592
C -0.645 -0.645 1.172
H -1.653 -0.440 1.298
H -0.110 -1.090 2.187
H -0.498 -1.456 0.374
H -1.988 2.179 -1.180
H -1.104 -1.544 -1.800
H 0.526 1.082 1.452
H 1.465 -0.673 -0.414
H 1.832 2.116 -0.732